1.
{
  "formula": "C7H6O3P",
  "method": "ωB97M-V with the def2-TZVPD basis set",
  "homo_ev": [-4.65, -4.65],
  "charge": -1,
  "largest_force_ev_per_a": 3.4,
  "e_above_lowest_ev": 1.3219,
  "multiplicity": 1,
  "elements": ["C", "C", "C", "C", "C", "C", "C", "O", "O", "O", "P", "H", "H", "H", "H", "H", "H"],
  "xyz": [[-2.418, -0.769, -0.024], [-2.264, 0.612, -0.230], [-1.313, -1.511, 0.144], [-1.026, 1.300, -0.160], [-0.087, -0.863, 0.151], [0.122, 0.528, -0.066], [1.445, 1.017, -0.181], [4.145, 0.684, -0.426], [2.708, -1.384, -0.792], [2.406, 0.104, 1.439], [2.929, -0.058, -0.086], [-3.340, -1.288, 0.016], [-3.212, 1.297, -0.199], [-1.505, -2.509, 0.339], [-0.865, 2.333, -0.251], [0.686, -1.531, 0.355], [1.589, 2.037, -0.029]],
  "atomic_forces_ev_per_a": [[-0.53, 2.44, -0.77], [-2.05, 2.50, 1.04], [1.31, 1.87, 0.11], [-0.75, -2.40, -0.54], [-0.53, -0.42, -0.25], [-1.26, -2.43, 0.34], [1.52, -2.12, 1.94], [1.09, 0.98, 0.02], [-0.20, 0.97, 1.16], [-0.42, 0.68, -2.73], [-0.88, -1.60, -0.22], [-1.15, 0.17, -0.10], [1.69, -1.43, -0.39], [0.61, -2.05, 0.35], [-0.52, 1.38, -0.15], [1.80, -0.32, 0.04], [0.27, 1.78, 0.15]]
}

=====

2.
{
  "formula": "C7H6O7P",
  "method": "ωB97M-V with the def2-TZVPD basis set",
  "homo_ev": 4.69,
  "charge": -3,
  "largest_force_ev_per_a": 1.7,
  "multiplicity": 1,
  "elements": ["C", "C", "C", "C", "C", "C", "O", "O", "C", "O", "H", "H", "H", "H", "H", "H", "O", "P", "O", "O", "O"],
  "xyz": [[-3.959, -0.059, -0.707], [-2.948, -0.826, -0.141], [-1.611, -1.008, -0.784], [-0.590, 0.037, -0.456], [-0.032, 0.283, 0.741], [0.939, 1.346, 0.599], [1.554, 1.961, 1.410], [1.053, 1.584, -0.802], [0.029, 0.961, -1.411], [-0.300, 1.169, -2.572], [-3.778, 0.983, -0.922], [-4.904, -0.517, -0.971], [-3.092, -1.342, 0.805], [-1.196, -1.961, -0.442], [-1.755, -1.085, -1.855], [-0.231, -0.214, 1.668], [2.810, -0.939, 0.823], [4.184, -0.252, 1.179], [4.392, 0.913, 0.171], [5.305, -1.321, 1.033], [4.130, 0.288, 2.634]],
  "atomic_forces_ev_per_a": [[0.95, -0.72, 0.92], [-0.72, 0.74, -0.89], [0.78, 0.78, 0.70], [-0.26, 0.22, -0.35], [0.37, -0.30, 0.19], [1.31, -0.85, 0.49], [-0.35, 0.82, -0.14], [-0.44, 0.87, -0.09], [-0.30, -0.52, -0.28], [0.23, 0.00, 0.04], [0.41, -0.18, -1.61], [-0.85, 0.47, 1.36], [-0.64, -1.24, -0.49], [-0.06, -0.23, 0.08], [0.02, 0.17, -0.21], [0.11, 0.00, 0.34], [-0.91, -0.52, -0.20], [0.58, 1.19, 0.21], [0.10, -0.18, -0.03], [-0.27, -0.27, -0.10], [-0.07, -0.26, 0.07]]
}

=====

3.
{
  "formula": "C7H6OS2",
  "method": "ωB97M-V with the def2-TZVPD basis set",
  "homo_ev": -8.87,
  "charge": 0,
  "largest_force_ev_per_a": 4.6,
  "e_above_lowest_ev": 2.3972,
  "multiplicity": 1,
  "elements": ["C", "C", "C", "C", "C", "C", "C", "O", "S", "S", "H", "H", "H", "H", "H", "H"],
  "xyz": [[-2.180, 0.454, -0.697], [-1.552, 1.347, 0.164], [-1.592, -0.796, -0.956], [-0.246, 1.153, 0.593], [-0.287, -1.068, -0.549], [0.411, -0.065, 0.213], [1.896, -0.251, 0.309], [2.138, -1.664, 1.412], [2.843, -0.343, -1.143], [3.103, 0.973, 0.470], [-3.236, 0.836, -1.050], [-2.258, 2.250, 0.420], [-2.047, -1.559, -1.641], [0.215, 1.847, 1.214], [0.264, -1.912, -0.931], [2.525, -1.203, 2.171]],
  "atomic_forces_ev_per_a": [[-1.85, 0.17, 0.16], [-1.79, 1.56, -0.09], [-0.14, -0.49, -1.35], [-0.34, -2.85, -1.06], [0.23, 2.42, 0.96], [-0.84, 0.33, -0.94], [-1.09, -3.39, 2.94], [-0.42, 3.16, -2.46], [0.55, -0.10, -0.21], [0.36, 0.47, 0.05], [2.20, -1.48, 0.44], [2.14, -1.50, -0.21], [0.12, 0.97, 0.80], [0.95, 1.12, 0.85], [-0.09, -0.31, 0.21], [-0.01, -0.08, -0.09]]
}

=====

4.
{
  "formula": "C7H7AsBrCuNO2S4",
  "method": "ωB97M-V with the def2-TZVPD basis set",
  "homo_ev": [-0.65, -0.64],
  "charge": -2,
  "s_squared": 0.758,
  "largest_force_ev_per_a": 1.2,
  "e_above_lowest_ev": 0.0000,
  "multiplicity": 2,
  "elements": ["Cu", "S", "As", "S", "S", "S", "C", "O", "C", "O", "H", "H", "H", "Br", "C", "C", "C", "C", "C", "N", "H", "H", "H", "H"],
  "xyz": [[-0.079, -0.004, 0.169], [3.319, 2.994, 1.584], [2.467, 1.684, 0.124], [2.027, -0.357, 0.966], [0.311, 2.174, -0.260], [3.568, 1.467, -1.704], [-4.174, 1.184, 0.550], [-2.810, 0.891, 0.789], [-2.057, 0.355, -0.292], [-2.642, 0.152, -1.333], [-4.391, 2.159, 0.993], [-4.809, 0.430, 1.029], [-4.395, 1.202, -0.517], [-1.671, -2.289, 2.480], [-0.629, -2.867, 1.006], [0.030, -4.088, 1.092], [0.744, -4.499, -0.015], [0.754, -3.713, -1.153], [0.077, -2.506, -1.118], [-0.585, -2.074, -0.038], [-0.017, -4.668, 2.001], [1.301, -5.429, 0.018], [1.292, -3.998, -2.045], [0.070, -1.831, -1.966]],
  "atomic_forces_ev_per_a": [[-0.93, 0.82, 0.10], [-0.10, -0.22, -0.20], [0.11, 0.14, -0.04], [-0.17, 0.04, -0.14], [0.66, 0.15, -0.02], [-0.16, 0.04, 0.25], [0.01, 0.00, 0.08], [0.24, -0.09, -0.28], [-0.05, -0.05, 0.39], [0.07, -0.08, -0.06], [-0.01, -0.01, 0.00], [-0.02, 0.00, -0.02], [0.01, 0.01, -0.02], [0.03, 0.08, 0.04], [0.09, -0.28, 0.11], [-0.16, 0.18, 0.06], [0.14, -0.21, 0.06], [-0.18, 0.25, -0.13], [0.09, -0.07, -0.12], [0.26, -0.73, -0.06], [0.00, -0.01, -0.01], [-0.03, 0.01, -0.01], [0.03, -0.01, 0.02], [0.06, 0.03, 0.03]]
}

=====

5.
{
  "formula": "C7H7AsF6N3O5Pd",
  "method": "ωB97M-V with the def2-TZVPD basis set",
  "homo_ev": [-1.35, -1.95],
  "charge": -2,
  "s_squared": 0.754,
  "largest_force_ev_per_a": 1.5,
  "multiplicity": 2,
  "elements": ["Pd", "O", "C", "C", "C", "N", "C", "C", "C", "O", "O", "C", "O", "O", "H", "H", "H", "F", "As", "F", "F", "F", "F", "F", "N", "N", "H", "H", "H", "H"],
  "xyz": [[-1.071, 0.569, -0.264], [1.468, -4.037, 2.645], [0.713, -3.004, 2.135], [0.928, -1.697, 2.551], [0.158, -0.682, 2.010], [-0.793, -0.939, 1.113], [-1.025, -2.190, 0.713], [-0.294, -3.261, 1.210], [-2.189, -2.332, -0.302], [-2.745, -3.431, -0.379], [-2.469, -1.295, -0.952], [0.263, 0.789, 2.484], [0.852, 0.983, 3.552], [-0.296, 1.640, 1.753], [2.104, -3.647, 3.257], [1.671, -1.449, 3.298], [-0.511, -4.261, 0.872], [0.962, 0.796, -1.762], [2.277, 1.823, -2.326], [2.107, 1.134, -3.956], [1.135, 3.094, -2.857], [3.628, 2.826, -2.949], [2.439, 2.633, -0.801], [3.429, 0.571, -1.908], [-2.815, 2.847, -1.443], [-1.457, 2.319, -1.609], [-2.941, 2.905, -0.427], [-3.444, 2.105, -1.763], [-0.798, 3.037, -1.291], [-1.289, 2.153, -2.605]],
  "atomic_forces_ev_per_a": [[-1.04, 0.55, 0.09], [-0.15, 0.10, -0.14], [-0.13, 0.31, -0.03], [-0.04, -0.01, 0.03], [-0.11, 0.04, 0.44], [0.58, -0.38, -0.02], [-0.24, -0.10, 0.03], [0.05, -0.07, 0.07], [0.08, 0.25, -0.24], [0.03, -0.68, 0.22], [0.20, 0.26, -0.04], [-0.02, 0.13, -0.15], [0.32, -0.26, 0.43], [-0.08, 0.02, -0.37], [-0.08, -0.04, -0.10], [0.03, 0.09, 0.04], [-0.08, -0.08, -0.03], [1.00, 0.73, -0.49], [0.48, 0.41, -1.37], [0.09, 0.17, 0.80], [0.35, -0.66, 0.47], [-0.80, -0.59, 0.35], [-0.17, -0.45, -0.24], [-0.39, 0.47, 0.01], [-0.02, 0.25, -0.14], [0.02, -0.41, 0.41], [0.00, -0.26, -0.43], [0.39, 0.14, 0.37], [-0.32, -0.23, -0.48], [0.03, 0.31, 0.49]]
}

=====

6.
{
  "formula": "C7H7Br2O2",
  "method": "ωB97M-V with the def2-TZVPD basis set",
  "homo_ev": -4.33,
  "charge": -1,
  "smiles": "CC1(C)C([O-])=C(Br)C(=O)[C@H]1Br",
  "largest_force_ev_per_a": 3.4,
  "multiplicity": 1,
  "elements": ["C", "C", "C", "C", "O", "C", "Br", "C", "O", "C", "Br", "H", "H", "H", "H", "H", "H", "H"],
  "xyz": [[-0.236, -0.122, -1.370], [-0.579, -0.117, 0.126], [0.527, 0.570, 0.923], [-1.925, 0.649, 0.218], [-1.985, 1.872, 0.252], [-2.973, -0.291, 0.168], [-4.775, 0.298, -0.109], [-2.684, -1.630, 0.299], [-3.247, -2.695, 0.298], [-0.893, -1.492, 0.659], [0.162, -2.939, -0.069], [-0.924, -0.766, -1.916], [0.780, -0.479, -1.533], [-0.316, 0.889, -1.768], [1.448, -0.014, 0.861], [0.238, 0.661, 1.969], [0.700, 1.567, 0.527], [-0.803, -1.570, 1.742]],
  "atomic_forces_ev_per_a": [[0.04, 0.02, 0.04], [0.39, 0.30, 0.03], [-0.20, -0.01, -0.16], [0.19, -0.27, 0.12], [0.13, 0.11, -0.07], [-1.15, 0.57, -0.14], [0.22, -0.09, 0.10], [3.33, -0.43, 0.67], [-0.27, -0.03, -0.08], [-2.90, -0.16, -0.53], [0.00, -0.23, 0.04], [0.00, 0.00, -0.03], [0.07, -0.06, -0.02], [-0.01, 0.07, 0.04], [0.03, 0.00, -0.01], [0.01, 0.04, 0.09], [0.07, 0.14, 0.02], [0.05, 0.03, -0.09]]
}

=====

7.
{
  "formula": "C7H7BrCl2Si",
  "method": "ωB97M-V with the def2-TZVPD basis set",
  "homo_ev": -9.40,
  "charge": 0,
  "largest_force_ev_per_a": 3.7,
  "e_above_lowest_ev": 0.0000,
  "multiplicity": 1,
  "elements": ["C", "C", "C", "C", "C", "C", "C", "Si", "Cl", "Cl", "Br", "H", "H", "H", "H", "H", "H", "H"],
  "xyz": [[2.202, -0.789, 0.879], [1.246, -1.732, 1.143], [1.926, 0.355, 0.119], [-0.027, -1.380, 0.885], [0.642, 0.601, -0.290], [-0.341, -0.271, 0.126], [0.352, 1.898, -1.052], [-2.758, -0.202, -0.542], [-3.918, -1.793, 0.264], [-3.416, -0.015, -2.470], [-3.273, 1.433, 0.887], [3.253, -1.151, 1.245], [1.687, -2.559, 1.706], [2.648, 0.978, -0.268], [-0.942, -1.924, 1.059], [-0.265, 1.617, -1.902], [-0.278, 2.581, -0.418], [1.263, 2.354, -1.371]],
  "atomic_forces_ev_per_a": [[3.09, -0.43, -0.35], [1.84, 0.13, 1.73], [-0.51, -2.15, 1.19], [-3.49, -0.35, -1.32], [-1.11, 1.73, -0.46], [-2.12, -0.26, -1.07], [-1.52, -1.08, 0.95], [2.04, -0.36, 2.04], [1.02, 0.63, -0.60], [0.41, 0.16, 0.40], [-0.17, 0.15, -0.53], [-1.74, 1.45, -1.07], [-1.21, -0.27, -0.16], [1.83, 1.35, -0.30], [0.38, -1.00, 0.66], [0.00, 0.29, -0.35], [0.80, -0.50, -0.55], [0.48, 0.50, -0.23]]
}

=====

8.
{
  "formula": "C7H7Cl2N",
  "method": "ωB97M-V with the def2-TZVPD basis set",
  "homo_ev": -8.91,
  "charge": 0,
  "smiles": "NCc1cccc(Cl)c1Cl",
  "largest_force_ev_per_a": 3.1,
  "e_above_lowest_ev": 0.1427,
  "multiplicity": 1,
  "elements": ["N", "C", "C", "C", "C", "C", "C", "Cl", "C", "Cl", "H", "H", "H", "H", "H", "H", "H"],
  "xyz": [[0.849, 3.308, 1.402], [0.152, 2.423, 0.503], [0.634, 1.031, 0.256], [1.926, 0.647, 0.664], [2.210, -0.704, 0.680], [1.281, -1.611, 0.129], [0.000, -1.291, -0.280], [-1.001, -2.637, -0.845], [-0.331, 0.030, -0.209], [-1.860, 0.496, -0.732], [0.312, 4.165, 1.557], [0.857, 2.926, 2.339], [-0.869, 2.449, 0.821], [-0.074, 2.937, -0.491], [2.623, 1.378, 1.170], [3.178, -1.054, 0.989], [1.439, -2.707, 0.146]],
  "atomic_forces_ev_per_a": [[1.07, 0.57, 0.59], [-1.87, 1.44, -1.97], [-0.44, -0.98, 0.57], [-0.77, 0.72, 0.93], [-0.68, -0.90, -1.48], [0.93, -1.54, 1.15], [1.04, -0.66, -0.02], [0.27, 1.18, 0.29], [1.55, 1.82, 0.40], [-1.23, 0.66, -0.29], [0.21, -0.29, -0.63], [0.21, -0.47, 0.04], [-1.05, -1.09, 0.42], [1.09, -0.36, 0.81], [-0.97, -0.75, -0.97], [0.11, -0.20, 0.19], [0.54, 0.86, -0.02]]
}

=====

9.
{
  "formula": "C7H7Cl2P",
  "method": "ωB97M-V with the def2-TZVPD basis set",
  "homo_ev": -6.96,
  "charge": 0,
  "smiles": "Cc1ccc(P(Cl)Cl)cc1",
  "largest_force_ev_per_a": 2.1,
  "multiplicity": 1,
  "elements": ["C", "C", "C", "C", "C", "P", "Cl", "Cl", "C", "C", "H", "H", "H", "H", "H", "H", "H"],
  "xyz": [[0.903, 0.544, -2.613], [0.535, 0.246, -1.206], [0.219, -1.066, -0.818], [-0.291, -1.343, 0.438], [-0.475, -0.301, 1.350], [-1.203, -0.594, 2.968], [-1.339, -2.522, 3.688], [-1.972, 0.879, 4.119], [-0.035, 1.011, 1.002], [0.429, 1.308, -0.279], [0.382, -0.167, -3.277], [0.576, 1.541, -2.868], [1.979, 0.465, -2.765], [0.245, -1.824, -1.554], [-0.644, -2.325, 0.692], [-0.086, 1.861, 1.703], [0.777, 2.287, -0.579]],
  "atomic_forces_ev_per_a": [[-0.14, -0.58, -0.48], [-0.32, 0.13, 0.81], [-0.20, 1.62, 0.45], [-0.35, 0.45, 0.34], [0.48, 1.08, -0.16], [0.40, -0.63, 0.27], [-0.07, 1.16, -0.41], [0.12, -0.48, -0.39], [-0.25, 0.48, 0.28], [-0.02, -2.12, 0.12], [0.39, 0.32, 0.08], [0.04, 0.31, -0.23], [0.07, 0.00, -0.19], [0.18, -0.81, -0.58], [0.03, -0.33, -0.01], [-0.13, -0.75, -0.12], [-0.24, 0.15, 0.22]]
}

=====

10.
{
  "formula": "C7H7ClF2",
  "method": "ωB97M-V with the def2-TZVPD basis set",
  "homo_ev": [-8.41, -7.62],
  "charge": 0,
  "largest_force_ev_per_a": 7.0,
  "multiplicity": 1,
  "elements": ["C", "C", "C", "C", "C", "C", "C", "F", "F", "Cl", "H", "H", "H", "H", "H", "H", "H"],
  "xyz": [[1.050, -0.484, 0.247], [0.729, 0.816, 0.025], [-0.645, 1.158, -0.091], [-1.940, -0.144, 0.443], [0.096, -1.657, 0.205], [-1.410, -1.483, 0.118], [1.718, 1.878, -0.288], [-0.932, 2.468, -0.133], [-1.895, -2.020, -1.103], [-3.521, 0.304, 0.309], [2.088, -0.612, 0.464], [0.349, -2.035, -0.790], [0.514, -2.454, 0.871], [-1.992, -2.193, 0.940], [2.630, 1.355, -0.607], [1.795, 2.538, 0.489], [1.365, 2.564, -1.099]],
  "atomic_forces_ev_per_a": [[-0.92, 0.84, 0.34], [-1.68, -0.39, -0.61], [-3.18, -3.22, 1.59], [5.38, 3.97, -2.19], [1.82, -0.16, -0.37], [-2.51, -2.03, 2.96], [-0.18, -0.88, -2.51], [-0.40, -0.83, 0.09], [0.45, 0.54, 0.20], [-0.97, 0.06, -0.02], [0.55, -0.85, -0.15], [-0.11, -0.40, -0.18], [-1.02, 0.63, -0.22], [1.57, 1.43, -1.87], [0.05, 0.74, 0.33], [0.91, 1.51, 2.34], [0.23, -0.98, 0.25]]
}

=====

11.
{
  "formula": "C7H7ClN2O2",
  "method": "ωB97M-V with the def2-TZVPD basis set",
  "homo_ev": [-7.94, -7.94],
  "charge": 0,
  "smiles": "C=C=C(Cl)/C(=C/N=C/C)[N+](=O)[O-]",
  "largest_force_ev_per_a": 7.3,
  "e_above_lowest_ev": 7.7036,
  "multiplicity": 1,
  "elements": ["C", "C", "C", "Cl", "C", "C", "N", "C", "C", "N", "O", "O", "H", "H", "H", "H", "H", "H", "H"],
  "xyz": [[-3.285, -0.295, 3.030], [-2.629, 0.042, 1.978], [-2.002, 0.266, 0.690], [-3.178, 1.108, -0.288], [-0.641, 0.158, 0.299], [-0.186, 0.302, -0.989], [1.061, 0.428, -1.428], [1.964, -0.354, -1.792], [3.184, 0.346, -2.345], [0.186, -0.441, 1.239], [-0.270, -0.779, 2.328], [1.347, -0.593, 0.982], [-3.765, 0.464, 3.715], [-3.372, -1.310, 3.417], [-0.825, 0.850, -1.708], [1.940, -1.432, -1.667], [3.376, 1.135, -1.584], [3.075, 0.536, -3.464], [4.023, -0.432, -2.414]],
  "atomic_forces_ev_per_a": [[-1.05, 0.79, 1.77], [3.25, 0.34, -5.19], [-4.49, 0.07, 5.74], [0.22, -0.30, -0.98], [-0.36, -0.26, -1.97], [-1.28, 2.02, 0.81], [0.35, -0.42, -0.33], [0.82, 0.81, -0.55], [1.22, -2.45, -0.59], [0.37, -0.70, 2.56], [-0.38, 0.21, -0.34], [1.95, -0.24, -0.76], [1.00, -0.62, -0.72], [-0.29, -0.04, -0.67], [-0.38, -0.93, 0.52], [-0.29, -0.16, -0.25], [0.32, -0.07, -1.39], [-0.24, 0.73, 1.66], [-0.75, 1.23, 0.67]]
}

=====

12.
{
  "formula": "C7H7ClNO3PS",
  "method": "ωB97M-V with the def2-TZVPD basis set",
  "homo_ev": -8.54,
  "charge": 0,
  "largest_force_ev_per_a": 5.5,
  "e_above_lowest_ev": 0.0336,
  "multiplicity": 1,
  "elements": ["C", "C", "C", "C", "C", "C", "C", "N", "O", "O", "O", "P", "S", "Cl", "H", "H", "H", "H", "H", "H", "H"],
  "xyz": [[1.316, 1.189, -1.954], [1.435, 1.766, -0.717], [0.447, 0.162, -2.143], [0.749, 1.285, 0.358], [-0.293, -0.414, -1.114], [-0.049, 0.163, 0.207], [-0.751, -0.496, 1.299], [-1.515, -0.136, 2.248], [-0.739, -1.845, 1.280], [-1.758, -2.342, 3.704], [-1.960, -3.967, 1.907], [-2.111, -2.364, 2.141], [-3.864, -1.627, 1.630], [-1.882, 1.542, 2.427], [1.868, 1.617, -2.852], [2.136, 2.601, -0.518], [0.167, -0.192, -3.221], [0.883, 1.724, 1.312], [-1.034, -1.072, -1.334], [-1.882, -1.377, 4.027], [-1.629, -4.443, 1.154]],
  "atomic_forces_ev_per_a": [[1.39, 1.47, -1.76], [1.54, 1.39, 0.17], [-2.38, -2.06, -2.44], [-0.49, -1.19, 0.15], [3.35, 3.92, 2.02], [-1.06, -1.16, -2.03], [-0.22, -0.08, 0.33], [0.65, 2.48, 0.51], [-0.75, -0.93, 0.06], [-0.12, 1.83, 0.08], [-0.26, 1.47, 1.44], [-1.06, -1.55, -0.43], [1.01, -0.91, -0.04], [0.13, -0.47, -0.15], [-0.71, -0.61, 1.38], [-0.55, -0.51, -0.46], [0.90, 0.64, 2.04], [0.03, 0.29, 0.80], [-1.88, -2.16, -0.15], [0.23, -2.29, -0.80], [0.23, 0.40, -0.71]]
}